1.
This record from the OMol25 dataset describes a structure of composition C32H56CaCl4F4N7O10S2. The level of theory is ωB97M-V with the def2-TZVPD basis set.

highest occupied orbital energy = -10.06 eV
frontier orbital gap = 1.7 eV
charge = +1
energy above the lowest of the compared OMol25 structures with the same formula, charge and spin = 1500.3 kJ/mol

Last column: Löwdin charge in e.
Atoms and positions in Å:
Ca  11.86231  0.02005  7.55354  1.95
N  14.84095  -3.30876  9.43407  -0.31
S  14.73241  -3.89117  10.87718  0.49
O  15.88170  -3.69312  11.80909  -0.30
O  13.72310  -4.91930  11.19353  -0.30
F  13.87196  -2.59811  11.36573  -0.28
S  15.81679  -4.57778  8.92257  0.52
O  15.12389  -5.81546  8.65087  -0.28
O  17.18545  -4.71096  9.45695  -0.28
F  16.11892  -3.94102  7.49612  -0.22
C  13.35960  -12.28053  6.97537  0.00
C  12.67809  -12.50400  8.31349  -0.60
O  11.91799  -13.40611  8.57853  0.05
N  12.93000  -11.63138  9.26512  0.00
C  12.35152  -11.61629  10.60443  -0.07
H  13.91921  -13.16912  6.68323  0.09
H  14.01142  -11.40692  6.98153  0.07
H  12.58155  -12.09359  6.23525  0.08
H  13.56069  -10.86715  9.06946  0.13
H  11.31341  -11.29478  10.68852  0.08
H  12.92783  -10.89659  11.18579  0.08
H  12.38422  -12.56369  11.14245  0.08
C  13.24795  -1.32325  0.13371  0.00
C  13.01768  -2.37985  1.22353  -0.54
O  12.64328  -2.08632  2.36187  -0.01
N  13.24244  -3.64158  0.78800  0.01
C  13.11078  -4.87040  1.54975  -0.06
H  12.35569  -0.69736  0.11872  0.08
H  13.23127  -1.69651  -0.89025  0.08
H  14.06613  -0.65645  0.40583  0.09
H  13.57007  -3.73207  -0.16308  0.13
H  12.80279  -4.65992  2.57393  0.08
H  14.03948  -5.42269  1.69322  0.08
H  12.43522  -5.57189  1.06023  0.08
C  7.47805  1.06347  13.53805  -0.01
C  7.04170  0.87014  12.14505  -0.59
O  7.78693  0.76397  11.20740  0.03
N  5.73236  0.54584  12.04776  0.00
C  5.08402  0.05833  10.85364  -0.08
H  8.32477  1.74582  13.61245  0.09
H  7.89686  0.11943  13.88660  0.10
H  6.75956  1.39379  14.28824  0.09
H  5.06088  0.93122  12.69637  0.14
H  5.57884  0.44942  9.96465  0.08
H  4.00305  0.19397  10.88835  0.09
H  5.11027  -1.02806  10.76900  0.08
C  14.54097  5.76148  11.79820  0.00
C  15.17174  4.49234  11.33487  -0.59
O  14.54311  3.57589  10.83514  0.00
N  16.49908  4.37039  11.43749  0.00
C  17.27004  3.14302  11.40594  -0.05
H  15.30741  6.52070  11.95399  0.08
H  13.90343  5.57832  12.66311  0.10
H  13.96219  6.16057  10.96524  0.09
H  16.92754  5.16835  11.88443  0.13
H  16.63992  2.27740  11.20161  0.08
H  17.86460  2.96592  12.30218  0.09
H  17.86607  3.25068  10.49971  0.08
C  8.26810  -6.03236  6.03261  0.00
C  7.98120  -4.62353  5.61758  -0.58
O  8.44899  -3.70530  6.30114  -0.02
N  7.27805  -4.41748  4.51579  0.02
C  6.84397  -3.12981  3.94468  -0.05
H  8.90420  -6.06516  6.91714  0.09
H  8.75455  -6.53432  5.19624  0.09
H  7.35233  -6.55973  6.29975  0.09
H  6.98705  -5.19455  3.93993  0.14
H  5.78873  -3.15048  3.67238  0.08
H  7.37098  -2.76477  3.06314  0.08
H  7.02922  -2.36251  4.69636  0.07
C  18.12337  3.06215  4.87674  0.00
C  16.90120  3.92503  5.05739  -0.60
O  15.82123  3.41160  5.24765  0.02
N  17.14483  5.24513  5.01763  0.03
C  16.00293  6.21255  4.96771  -0.06
H  18.10297  2.33575  5.68917  0.08
H  19.06910  3.59006  4.99935  0.08
H  18.03630  2.48957  3.95333  0.09
H  18.03524  5.70663  4.89808  0.14
H  15.12115  5.87940  4.42040  0.08
H  16.40310  7.02633  4.36297  0.08
H  15.63831  6.67582  5.88451  0.08
C  23.80833  -2.05314  13.04591  -1.03
Cl  23.46722  -1.60912  14.67760  0.53
Cl  23.89296  -0.58393  11.99297  0.45
H  24.79945  -2.50452  13.00074  0.02
H  23.01452  -2.70129  12.67465  0.03
C  6.76809  -6.19907  13.74721  -1.10
Cl  5.88012  -7.59237  13.17762  0.51
Cl  5.81725  -5.38899  14.93783  0.52
H  7.67923  -6.56705  14.21894  0.03
H  7.05697  -5.52590  12.94006  0.03
F  13.86274  4.59097  18.50792  0.07
C  13.75585  3.26250  18.52522  -0.30
C  14.77107  2.57105  17.97146  -0.04
C  14.75674  1.17145  18.03205  -0.08
C  13.75165  0.50433  18.70281  -0.11
C  12.68981  1.17997  19.27526  -0.08
C  12.67838  2.58288  19.16512  0.00
H  15.60018  3.05806  17.47975  0.12
H  15.67633  0.75387  17.64943  0.10
H  13.80618  -0.56719  18.82640  0.10
H  11.84192  0.73882  19.77810  0.10
H  11.84033  3.14153  19.55498  0.11
F  24.37630  -14.14126  6.14383  0.03
C  23.94699  -12.87933  6.47313  -0.27
C  24.83080  -12.04757  7.14064  -0.01
C  24.39313  -10.78803  7.48696  -0.10
C  23.12853  -10.44487  7.17988  -0.13
C  22.22606  -11.31081  6.63255  -0.07
C  22.66229  -12.56200  6.17760  -0.01
H  25.84381  -12.37103  7.32928  0.12
H  24.99264  -10.14421  8.11343  0.11
H  22.84064  -9.46864  7.54111  0.11
H  21.19799  -11.02488  6.46613  0.11
H  22.04896  -13.18868  5.54715  0.12

=====

2.
This record from the OMol25 dataset describes an isolated molecule of C5H10O. The level of theory is ωB97M-V with the def2-TZVPD basis set.

highest occupied orbital energy = -8.43 eV
frontier orbital gap = 9.3 eV
energy above the lowest of the compared OMol25 structures with the same formula, charge and spin = 245.0 kJ/mol

Last column: natural (NBO) charge in e.
Atoms and positions in Å:
C  -0.96027  -0.59369  -1.13784  -0.63
C  -0.90696  -0.02414  0.28102  -0.39
C  0.32445  -0.49934  1.09721  -0.39
C  1.65726  -0.35229  0.36355  -0.62
C  -0.90224  1.48124  0.43392  0.27
O  -0.53433  2.01283  -0.71916  -0.67
H  -0.12056  -0.24357  -1.74491  0.21
H  -1.88008  -0.28440  -1.64580  0.21
H  -0.93620  -1.68955  -1.12012  0.21
H  -1.78893  -0.36072  0.84444  0.23
H  0.17404  -1.54808  1.37963  0.21
H  1.78232  0.65692  -0.04576  0.20
H  2.49358  -0.54631  1.04308  0.21
H  1.73881  -1.05858  -0.46958  0.21
H  0.35312  0.07767  2.02959  0.22
H  -0.49400  2.97199  -0.58926  0.50